# 1
Entry from the Open Molecules 2025 dataset: a cluster of 3 separate species, C17H30B2N3O8 in total at a distorted geometry (ωB97M-V/def2-TZVPD).

Atoms and positions in Å:
N  -0.679  -1.736  0.903
B  -1.474  -1.308  -0.290
O  -0.903  -0.218  -1.040
B  -2.918  -2.131  -0.693
N  -2.856  -3.581  -0.125
C  -4.115  -1.255  0.025
O  -3.625  -0.648  1.282
C  -4.539  0.266  1.799
O  -3.939  1.525  1.972
C  -3.671  2.153  0.737
C  -2.358  2.934  0.895
O  -2.018  3.537  -0.342
C  -3.246  -2.130  -2.319
C  -2.200  -2.237  -3.227
C  -2.462  -2.206  -4.567
C  -3.766  -2.070  -4.985
C  -4.729  -2.010  -4.026
N  -4.528  -2.035  -2.712
H  0.322  -1.670  0.699
H  -0.879  -1.070  1.647
H  -0.065  -0.532  -1.403
H  -3.513  -4.195  -0.601
H  -1.935  -3.981  -0.273
H  -4.994  -1.875  0.248
H  -4.391  -0.414  -0.622
H  -4.819  -0.079  2.806
H  -5.465  0.301  1.213
H  -3.503  1.449  -0.084
H  -4.471  2.835  0.418
H  -2.511  3.672  1.683
H  -1.620  2.182  1.187
H  -1.582  2.874  -0.887
H  -1.162  -2.348  -2.940
H  -1.676  -2.278  -5.315
H  -4.049  -2.015  -6.028
H  -5.764  -1.920  -4.363
O  2.435  -1.808  1.188
C  2.509  -0.838  1.889
O  1.697  0.232  1.767
C  2.108  1.273  2.672
C  2.900  0.565  3.759
C  3.525  -0.594  2.990
H  2.714  1.992  2.120
H  1.229  1.780  3.064
H  3.623  1.211  4.254
H  2.220  0.176  4.519
H  4.474  -0.314  2.533
H  3.647  -1.481  3.606
O  4.707  3.106  1.282
C  5.354  2.381  0.586
O  5.703  1.123  0.954
C  6.562  0.538  -0.039
C  6.280  1.314  -1.316
C  5.935  2.701  -0.777
H  7.598  0.645  0.293
H  6.332  -0.520  -0.134
H  7.113  1.305  -2.017
H  5.411  0.891  -1.821
H  6.822  3.322  -0.643
H  5.206  3.213  -1.397

- Total energy: -1481.76452 Ha
- Energy relative to the best compared isomer or geometry (same formula, charge and spin): 0.0000 eV
- Orbital gap: 5.657 eV
- LUMO energy: 0.07170 Eh
- Net charge: -1



# 2
Entry from the Open Molecules 2025 dataset: a structure of composition C37H34FN12O3SbY at a distorted geometry (ωB97M-V/def2-TZVPD).

Atoms and positions in Å:
Y  -1.304  1.217  -1.154
N  -0.413  4.735  -2.016
C  -0.932  4.559  -0.748
N  -1.059  5.481  0.237
N  -1.425  4.739  1.322
N  -1.548  3.456  1.014
N  -1.217  3.312  -0.297
C  -0.042  3.754  -2.945
N  0.483  4.099  -4.125
N  0.464  2.944  -4.840
N  -0.032  1.945  -4.162
N  -0.285  2.413  -2.883
H  -0.335  5.725  -2.314
F  5.380  1.848  -0.706
C  4.778  0.655  -0.444
C  3.463  0.461  -0.756
C  2.704  -0.508  0.011
C  1.254  -0.476  -0.020
O  0.706  0.301  -0.906
C  0.556  -1.409  0.861
C  1.340  -2.268  1.672
N  2.672  -2.336  1.608
C  3.350  -3.260  2.467
C  2.868  -4.669  2.724
C  4.089  -4.442  1.897
C  3.430  -1.474  0.801
C  4.812  -1.276  1.098
C  5.532  -0.130  0.544
N  6.830  0.015  0.861
C  7.237  0.192  2.208
C  8.682  -0.322  2.368
N  9.733  0.203  1.300
C  9.134  0.123  -0.113
C  7.689  0.497  -0.173
C  -0.894  -1.307  1.159
O  -1.417  -2.042  1.995
O  -1.459  -0.348  0.454
H  2.940  1.152  -1.401
H  0.830  -3.000  2.324
H  4.027  -2.845  3.244
H  1.948  -5.045  2.302
H  3.116  -5.006  3.765
H  4.153  -4.703  0.863
H  5.056  -4.720  2.472
H  5.374  -1.937  1.781
H  6.601  -0.291  2.962
H  7.229  1.272  2.583
H  8.640  -1.444  2.199
H  9.081  -0.128  3.411
H  10.675  -0.291  1.258
H  9.940  1.223  1.480
H  9.265  -0.948  -0.489
H  9.664  0.764  -0.796
H  7.385  0.125  -1.149
H  7.505  1.588  -0.166
C  -9.444  2.135  -0.466
C  -8.624  2.178  -1.556
C  -7.226  1.859  -1.483
C  -6.627  1.740  -0.251
C  -7.482  1.821  0.897
C  -8.857  2.100  0.780
Sb  -4.658  1.088  0.302
C  -5.214  -0.923  0.886
C  -4.284  -1.561  1.738
C  -4.572  -2.877  2.231
C  -5.691  -3.552  1.802
C  -6.613  -2.895  1.060
C  -6.384  -1.602  0.544
C  -3.677  0.647  -1.731
C  -3.305  -0.657  -2.157
C  -3.340  -1.009  -3.553
C  -3.895  -0.170  -4.510
C  -4.327  1.074  -4.118
C  -4.258  1.481  -2.751
H  -10.530  2.108  -0.606
H  -8.958  2.494  -2.535
H  -6.705  1.675  -2.372
H  -7.112  1.564  1.890
H  -9.387  2.208  1.736
H  -3.351  -1.110  1.990
H  -3.811  -3.328  2.835
H  -5.830  -4.499  2.266
H  -7.600  -3.271  0.807
H  -7.044  -1.217  -0.197
H  -3.008  -1.465  -1.472
H  -2.964  -1.964  -3.889
H  -4.063  -0.524  -5.511
H  -4.859  1.750  -4.763
H  -4.553  2.530  -2.488

- Total energy: -2691.26371 Ha
- Orbital gap: 5.370 eV
- LUMO energy: -0.13604 Eh
- Net charge: +1



# 3
Entry from the Open Molecules 2025 dataset: an isolated molecule of C3H2N2O at a distorted geometry (ωB97M-V/def2-TZVPD).

Atoms and positions in Å:
N  0.663  -2.323  0.634
C  0.425  -1.274  0.216
C  0.085  0.062  -0.308
O  1.110  0.996  -0.274
C  -1.166  0.540  0.319
N  -2.250  0.867  0.097
H  -0.208  -0.044  -1.359
H  1.323  1.174  0.650

- Total energy: -300.20673 Ha
- Energy relative to the best compared isomer or geometry (same formula, charge and spin): 0.6717 eV
- Orbital gap: 12.277 eV
- LUMO energy: -0.01009 Eh
- SMILES: N#CC(O)C#N
- Net charge: 0



# 4
Entry from the Open Molecules 2025 dataset: a cluster of 4 separate species, C27H43F7NO14S in total at a distorted geometry (ωB97M-V/def2-TZVPD).

Atoms and positions in Å:
C  -4.615  2.843  1.982
C  -3.172  2.586  2.391
C  -2.993  1.127  2.845
C  -1.564  0.569  2.925
C  -0.559  1.653  3.276
N  -1.147  -0.207  1.646
C  0.291  -0.708  1.793
C  0.601  -1.522  3.061
C  1.646  -0.912  4.006
C  2.954  -0.503  3.314
C  4.064  -1.556  3.487
C  5.444  -1.041  3.089
O  5.724  -1.237  1.723
C  5.441  -0.137  0.862
C  -1.200  0.751  0.475
C  -0.976  0.207  -0.927
O  -0.894  1.434  -1.671
C  -1.131  1.310  -3.001
O  -1.679  2.163  -3.627
S  -2.359  -1.538  1.420
O  -3.322  -1.032  0.504
O  -2.745  -1.960  2.719
C  -1.629  -3.031  0.552
F  -1.484  -2.724  -0.733
F  -0.444  -3.421  1.019
C  -2.632  -4.249  0.699
F  -3.884  -3.821  0.828
F  -2.523  -4.925  -0.451
C  -2.267  -5.236  1.860
F  -1.271  -6.019  1.484
F  -3.333  -5.976  2.107
F  -1.924  -4.584  2.964
H  -4.760  3.865  1.665
H  -5.244  2.708  2.862
H  -4.963  2.152  1.217
H  -2.959  3.229  3.245
H  -2.471  2.895  1.617
H  -3.378  1.072  3.862
H  -3.658  0.500  2.256
H  -1.544  -0.147  3.737
H  -0.419  2.402  2.502
H  -0.972  2.166  4.141
H  0.409  1.264  3.567
H  0.920  0.170  1.711
H  0.516  -1.304  0.919
H  1.016  -2.472  2.744
H  -0.299  -1.788  3.610
H  1.226  -0.119  4.621
H  1.887  -1.712  4.704
H  3.323  0.421  3.753
H  2.824  -0.375  2.239
H  4.088  -1.916  4.514
H  3.847  -2.393  2.822
H  6.199  -1.592  3.648
H  5.553  0.011  3.369
H  6.370  0.281  0.487
H  4.844  -0.499  0.030
H  4.862  0.626  1.386
H  -2.159  1.253  0.482
H  -0.431  1.495  0.648
H  -0.045  -0.346  -1.049
H  -1.821  -0.368  -1.280
H  -0.753  0.377  -3.440
C  -0.913  0.539  -7.107
C  -0.659  2.018  -6.880
O  0.766  2.095  -6.987
C  1.204  1.043  -7.724
O  2.309  0.905  -8.122
O  0.190  0.162  -7.929
H  -1.850  0.328  -7.614
H  -0.869  -0.038  -6.180
H  -1.109  2.636  -7.659
H  -0.983  2.368  -5.906
C  -5.195  4.518  -2.588
C  -4.544  5.831  -2.193
O  -5.288  6.195  -1.025
C  -5.828  5.080  -0.490
O  -6.366  5.027  0.569
O  -5.666  4.027  -1.326
H  -4.507  3.805  -3.033
H  -6.052  4.658  -3.248
H  -3.496  5.710  -1.917
H  -4.631  6.609  -2.946
C  5.589  -3.658  -1.647
C  6.905  -4.245  -2.127
O  7.616  -3.079  -2.551
C  7.114  -2.006  -1.903
O  7.586  -0.918  -1.905
O  5.977  -2.344  -1.241
H  5.155  -4.194  -0.806
H  4.853  -3.576  -2.449
H  7.465  -4.722  -1.321
H  6.801  -4.939  -2.956

- Total energy: -3259.65307 Ha
- Orbital gap: 7.837 eV
- LUMO energy: -0.14182 Eh
- Net charge: +1



# 5
Entry from the Open Molecules 2025 dataset: a cluster of 2 separate species, C5H13NO in total at a distorted geometry (ωB97M-V/def2-TZVPD).

Atoms and positions in Å:
C  0.408  -1.689  -1.156
C  0.603  -0.176  -1.156
C  2.039  0.250  -1.360
N  2.846  -0.581  -2.110
O  2.536  1.186  -0.768
H  1.153  -2.192  -0.539
H  0.502  -2.109  -2.158
H  -0.542  -1.964  -0.695
H  -0.039  0.295  -1.899
H  0.241  0.303  -0.255
H  3.641  -0.126  -2.530
H  2.453  -1.319  -2.669
C  -1.641  1.482  2.670
C  -2.297  0.599  1.581
H  -1.296  0.859  3.474
H  -0.797  2.038  2.277
H  -2.394  2.109  3.135
H  -1.509  0.190  0.957
H  -3.136  1.090  1.114
H  -2.773  -0.246  2.088

- Total energy: -328.30550 Ha
- Energy relative to the best compared isomer or geometry (same formula, charge and spin): 0.3631 eV
- Orbital gap: 10.590 eV
- LUMO energy: 0.03060 Eh
- SMILES: CCC(N)=O.CC
- Net charge: 0



# 6
Entry from the Open Molecules 2025 dataset: a structure of composition C6H6 at a distorted geometry (ωB97M-V/def2-TZVPD).

Atoms and positions in Å:
C  1.430  1.275  0.270
C  0.023  0.811  0.674
C  -0.401  -0.561  0.182
C  -1.091  -1.318  -0.548
C  -1.814  -2.117  -1.307
C  -2.518  -2.853  -2.046
H  1.590  2.316  0.580
H  2.204  0.666  0.744
H  1.563  1.228  -0.815
H  -0.713  1.500  0.227
H  -0.125  0.910  1.756
H  -0.148  -1.858  0.283

- Total energy: -231.96592 Ha
- Energy relative to the best compared isomer or geometry (same formula, charge and spin): 7.0859 eV
- Orbital gap: 8.792 eV
- LUMO energy: -0.01200 Eh
- Net charge: 0